DFT (wB97M-V/def2-TZVPD) results for C19H32AlCl10F9O4P as an isolated structure.

Largest force on an atom, eV/A: 4.07
E_tot, hartree: -7128.620880
LUMO, eV: 1.72
Charge: -1
HOMO-LUMO gap, Ha: 0.2438

Geometry as XYZ:
```
76
Properties=species:S:1:pos:R:3:forces:R:3
C -2.3634 3.1691 -1.2567 -0.051 -0.091 0.227
O -2.9223 2.0901 -2.0377 1.259 1.081 0.444
C -1.8942 1.5320 -2.9386 -0.156 0.289 -0.817
Al -1.7480 -0.5251 -2.7234 -0.491 0.812 0.729
C -1.5597 -1.0486 -0.7563 -1.412 1.362 0.359
O -1.0349 -2.3843 -0.4887 2.995 1.122 0.324
C 0.3601 -2.4538 -0.4748 1.148 -3.592 -1.177
C 1.3698 -1.3460 0.0472 -0.340 0.094 0.250
O 0.8749 -3.5375 -0.8692 -1.702 3.374 1.513
P -3.8622 -1.3561 -3.4118 -0.849 1.391 0.547
O -5.0294 -0.4084 -3.0265 1.302 -1.141 -0.629
C -0.3757 -1.3597 -3.9994 0.213 -0.349 -1.003
F -1.0481 -1.5041 -5.2809 1.220 -0.088 1.688
F 0.0561 -2.6754 -3.6579 -0.180 2.158 -0.708
C 0.8786 -0.3697 -4.3252 -1.211 0.252 -0.876
F 1.1400 0.5353 -3.2620 -0.272 -1.935 -1.781
F 0.4190 0.4498 -5.4068 1.568 -1.437 2.018
C 2.2313 -1.1366 -4.6815 0.792 -0.400 0.280
F 2.0620 -2.1865 -5.6155 0.063 2.305 2.186
F 2.7372 -1.6417 -3.4465 -1.055 0.756 -2.746
C 3.3998 -0.2072 -5.2697 1.819 -1.029 -0.292
F 3.0698 0.4653 -6.4448 0.645 -1.013 2.957
F 4.4771 -1.0778 -5.6140 -2.130 1.919 0.663
F 3.8911 0.6117 -4.2484 -1.196 -1.053 -2.576
H -1.7389 3.8761 -1.9045 -0.693 -0.934 0.679
H -3.1702 3.8219 -0.7622 0.892 -1.282 -0.782
H -1.7000 2.7341 -0.4293 -0.743 0.691 -1.029
H -2.2639 1.7950 -4.0015 0.773 -0.283 1.358
H -0.9037 2.0688 -2.7652 -1.124 -0.550 -0.303
H -1.0215 -0.1952 -0.2246 -0.393 -1.324 -0.173
H -2.6320 -1.0440 -0.3275 1.627 -0.040 -0.533
H 2.4290 -1.7536 -0.0446 -1.646 0.292 -0.096
H 1.3084 -0.3888 -0.5613 -0.103 -1.089 0.890
H 1.2036 -1.1476 1.1650 -0.027 -0.039 -1.660
H -4.1124 -2.6428 -2.8129 0.550 0.257 -0.558
H -3.8342 -1.6074 -4.8442 -0.124 -0.331 0.678
Cl -6.3503 -2.7454 -3.8576 -1.177 -0.411 -0.039
C -7.3532 -4.2104 -3.7265 0.023 -0.002 -0.224
C -7.3219 -4.8003 -2.3318 -0.264 0.017 -0.055
Cl -5.7298 -5.4922 -1.9296 0.022 0.030 0.014
H -7.0066 -4.9278 -4.4729 -0.008 -0.001 0.166
H -8.3743 -3.9197 -3.9827 0.029 -0.061 0.124
H -8.0479 -5.6125 -2.2557 0.076 0.035 -0.066
H -7.5670 -4.0528 -1.5754 0.152 -0.015 -0.136
Cl 1.1071 -1.3658 4.3542 -0.005 0.025 -0.003
C 2.2565 -2.7247 4.4192 0.009 -0.416 -0.154
C 3.6895 -2.2715 4.2302 -0.013 -0.071 0.167
Cl 3.9976 -1.6989 2.5718 0.043 0.048 0.022
H 1.9633 -3.4527 3.6605 0.053 0.221 -0.056
H 2.1397 -3.1899 5.3997 0.023 0.089 -0.398
H 4.3698 -3.1069 4.4083 -0.124 0.000 -0.044
H 3.9508 -1.4678 4.9201 -0.112 -0.021 -0.166
Cl -0.7746 3.2216 2.8526 -0.077 -0.051 -0.015
C 0.1897 4.7047 2.6365 0.006 0.015 -0.035
C -0.5664 5.7726 1.8742 0.072 0.130 0.183
Cl -0.8144 5.3272 0.1672 0.143 0.205 0.199
H 1.1198 4.4344 2.1299 -0.787 -0.022 0.235
H 0.4388 5.0684 3.6359 -0.062 0.028 -0.073
H 0.0017 6.7051 1.8785 0.047 -0.129 0.027
H -1.5434 5.9681 2.3196 0.077 -0.121 -0.099
Cl 2.9536 -2.2435 7.3686 0.195 0.149 0.616
C 1.9129 -1.8360 8.7552 -0.174 0.040 0.280
C 1.0711 -0.6043 8.4938 -0.169 -0.121 -0.026
Cl 2.0561 0.8780 8.4142 0.021 -0.029 -0.027
H 2.5505 -1.7082 9.6315 -0.022 0.063 -0.167
H 1.2657 -2.6977 8.9290 0.001 0.104 -0.086
H 0.3554 -0.4654 9.3063 0.124 -0.065 -0.011
H 0.5132 -0.6909 7.5597 0.183 0.010 0.039
Cl 6.0662 5.4757 -0.0762 0.029 0.051 0.040
C 5.0721 3.9997 0.0078 -0.118 -0.240 0.005
C 3.5919 4.3101 0.0866 0.033 -0.176 -0.318
Cl 3.1426 5.0595 1.6411 0.788 0.261 -0.179
H 5.4055 3.4156 0.8670 -0.066 0.152 -0.052
H 5.2817 3.4251 -0.8962 -0.107 0.088 0.042
H 3.0144 3.3875 0.0021 0.095 0.045 0.050
H 3.2792 4.9810 -0.7149 0.075 -0.008 0.166
```
Positions in Å, forces in eV/Å.

Results of the Mulliken charge analysis, in e, for atoms 1 through 2: atom 1 (C): -0.642, atom 2 (O): -0.335

DFT (wB97M-V/def2-TZVPD) results for C19H32BF7N3O11Ti as an isolated structure.

Largest force on an atom, eV/A: 5.74
E_tot, hartree: -3308.534356
<S²>: 3.7510
LUMO (spin up / spin down), eV: -0.89 / -1.24
HOMO-LUMO gap (spin up / spin down), Ha: 0.2538 / 0.3187
2S+1: 4

Geometry as XYZ:
```
74
Properties=species:S:1:pos:R:3:forces:R:3
Ti -0.7121 2.2010 -2.6684 -0.617 -0.956 0.212
B -0.0035 0.6543 -0.4240 0.020 -3.277 0.133
F 0.3075 1.9269 -0.6149 0.651 4.574 -1.496
F 1.0449 -0.1202 -0.8156 1.077 -0.804 -0.753
F -0.3670 0.4234 0.8121 -0.616 -0.340 3.354
F -1.1232 0.3395 -1.2112 -1.240 0.418 -2.008
C 0.5008 4.9091 0.8591 0.044 -0.093 -0.574
C 1.6457 3.9661 1.2824 -1.016 0.371 -0.219
O 2.6464 4.8358 1.8137 1.011 0.000 0.782
C 3.9229 4.6545 1.4838 -1.030 -1.204 -2.491
O 4.2975 3.8100 0.6777 0.122 1.519 1.909
C 4.7809 5.8296 2.0168 0.127 -0.648 0.923
F 5.5656 6.2567 1.0349 -0.280 0.442 0.160
F 3.9988 6.8117 2.5115 0.828 -0.353 -0.634
F 5.5791 5.3998 3.0209 -0.355 0.193 -0.370
H -0.4689 4.4112 0.8610 0.105 -0.169 -0.173
H 0.7174 5.3086 -0.1316 -0.121 -0.283 -0.294
H 0.3606 5.8321 1.4218 0.399 -0.375 0.720
H 2.0388 3.3739 0.4560 0.030 0.329 -0.043
H 1.3238 3.2408 2.0297 0.141 0.254 0.316
C -1.9149 -2.2068 1.8807 1.447 0.100 1.387
O -2.6474 -2.9498 2.8426 -2.148 -0.191 -0.271
C -2.2733 -3.2289 4.1039 2.643 0.348 -0.655
O -1.2731 -2.8003 4.6504 -1.686 -0.338 -0.244
O -3.0950 -4.1758 4.5156 -1.066 -0.476 0.329
C -2.8683 -4.9431 5.7159 0.602 0.725 -0.402
H -0.9564 -2.7258 1.8767 0.270 0.437 -0.682
H -1.7615 -1.1740 2.1935 0.042 -0.030 0.147
H -2.3850 -2.1803 0.8977 -0.340 -0.581 0.343
H -2.6797 -4.2838 6.5631 -0.156 -0.043 0.006
H -1.9834 -5.5604 5.5612 -0.082 -0.108 0.073
H -3.7649 -5.5494 5.8452 0.184 0.155 0.019
C 3.9031 -5.0967 2.4675 -0.139 0.706 -0.550
O 3.0710 -4.4882 3.5393 -0.252 -0.216 -0.561
C 2.2118 -3.4476 3.2878 -1.694 1.680 1.655
O 1.4468 -2.9158 4.1482 3.639 -2.436 -3.706
O 2.3339 -3.0838 1.9773 0.647 -1.391 0.839
C 1.8182 -1.9213 1.4186 -0.897 1.876 -0.027
H 3.3813 -5.2236 1.5190 -0.362 0.419 0.241
H 4.3058 -6.0913 2.6589 -0.655 0.023 1.257
H 4.7989 -4.5073 2.2720 -0.273 0.474 0.165
H 1.5736 -2.0165 0.3607 -0.099 -0.829 0.229
H 2.5332 -1.0987 1.4053 0.475 -0.130 0.412
H 0.9512 -1.5328 1.9529 -0.058 -0.274 0.064
C -3.4787 1.2533 -6.7701 -0.128 0.677 1.860
O -2.3749 0.3813 -6.4008 0.217 -0.055 -0.445
C -1.8076 0.3589 -5.1981 0.311 -0.912 -1.184
O -2.1378 0.9712 -4.2020 0.027 1.372 0.705
O -0.8113 -0.5087 -5.2249 -0.358 0.226 -1.524
C -0.1603 -0.8494 -4.0329 0.091 -0.217 1.785
H -3.6466 1.3934 -7.8379 0.679 -0.795 0.065
H -3.2965 2.2407 -6.3460 0.083 0.055 -0.013
H -4.3767 0.8807 -6.2774 -0.050 -0.112 -0.260
H 0.4802 -1.7235 -4.1507 -0.399 0.018 -0.485
H -0.9114 -1.0411 -3.2666 0.260 -0.170 0.028
H 0.4955 -0.0700 -3.6448 0.055 0.439 -0.251
C -3.3795 1.9254 0.0197 -0.675 0.432 0.760
C -4.3783 2.3454 1.0447 -0.022 -0.367 -0.086
N -5.1915 2.6424 1.8062 0.586 -0.105 -0.482
H -2.3714 2.0343 0.4198 -0.088 0.029 -0.043
H -3.5396 2.5795 -0.8374 0.209 -0.104 -0.127
H -3.5265 0.8835 -0.2647 -0.073 0.132 0.091
C 3.7718 1.2798 -1.5007 -0.204 -0.762 -0.113
C 4.5449 0.2322 -2.2078 0.092 -0.666 -1.123
N 5.0734 -0.6256 -2.7895 -0.730 1.411 1.028
H 4.4166 2.0769 -1.1306 -0.210 -0.258 0.297
H 3.1638 0.7426 -0.7728 0.601 0.198 0.756
H 2.9408 1.7039 -2.0643 0.495 0.095 -0.818
C -3.6980 -1.5725 -2.7234 0.418 -0.984 0.260
C -2.7630 -2.6981 -2.8110 -0.108 0.711 -0.451
N -2.0847 -3.6155 -2.8580 0.503 -0.544 -0.023
H -3.8732 -1.0805 -3.6802 0.012 -0.174 0.127
H -3.2910 -0.8767 -1.9897 -0.368 0.083 0.000
H -4.5705 -2.1268 -2.3777 -0.549 0.850 0.146
```
Positions in Å, forces in eV/Å.

Results of the Mulliken charge analysis, in e, for atoms 1 through 2: atom 1 (Ti): 0.151, atom 2 (B): 0.848

DFT (wB97M-V/def2-TZVPD) results for C19H32BGeN7Rh as an isolated structure.

Relative energy (zero: lowest compared OMol25 entry of this formula, charge and spin), kcal/mol: 14.83
Largest force on an atom, eV/A: 1.49
E_tot, hartree: -3337.691244
<S²>: 6.0463
LUMO (spin up / spin down), eV: -9.31 / -13.45
Charge: +3
HOMO-LUMO gap (spin up / spin down), Ha: 0.3126 / 0.1562
2S+1: 5

Geometry as XYZ:
```
61
Properties=species:S:1:pos:R:3:forces:R:3
Rh -0.7590 1.1271 0.5645 0.592 0.747 -0.017
C 0.5795 3.8178 -2.6541 0.004 0.040 0.131
C 0.1663 2.5519 -2.2546 -0.009 0.156 -0.037
N -0.0118 2.5346 -0.9299 -0.215 -0.483 0.335
N 0.2641 3.7685 -0.4630 0.312 0.192 0.193
C 0.6309 4.5580 -1.4829 -0.019 -0.029 -0.339
B 0.1884 4.0824 1.0402 -0.750 -0.040 -0.628
N -1.2507 3.8561 1.5565 0.312 0.184 0.165
C -2.0780 4.6982 2.1909 -0.362 -0.044 0.187
C -3.2261 4.0069 2.5563 0.160 0.103 -0.105
C -3.0241 2.7114 2.1010 -0.013 0.162 0.009
N -1.8310 2.6398 1.4976 -0.106 -0.425 -0.077
N 1.0488 2.9941 1.7662 0.872 0.431 0.725
C 2.0664 3.1572 2.5879 -0.559 0.531 -0.580
C 2.4248 1.8908 3.1399 0.056 -0.709 0.148
C 1.5428 1.0026 2.5805 0.046 0.224 0.112
N 0.7144 1.6662 1.7316 0.314 -0.673 0.201
H 0.8104 4.1533 -3.6502 -0.010 -0.001 0.009
H -0.0135 1.6778 -2.8598 -0.006 -0.033 0.043
H 0.8948 5.5925 -1.3312 -0.011 -0.020 0.071
H 0.5800 5.1699 1.2880 0.111 0.037 0.091
H -1.8149 5.7316 2.3517 0.051 -0.016 -0.057
H -4.0873 4.3961 3.0713 0.015 -0.009 0.009
H -3.6688 1.8513 2.1856 0.041 -0.030 -0.031
H 2.4949 4.1332 2.7672 -0.014 0.017 -0.004
H 3.2179 1.6867 3.8414 0.004 0.045 0.027
H 1.4406 -0.0509 2.7604 -0.006 -0.015 -0.082
C 0.6725 -6.1700 1.7292 0.276 -0.106 0.162
C 0.2888 -4.7004 1.7945 -0.469 0.112 -0.057
C 1.3459 -3.7883 1.1875 -0.115 -0.211 0.020
C 1.2006 -2.3197 1.4793 0.704 0.127 -0.204
Ge -0.3214 -1.3828 0.4343 -0.515 -0.660 0.775
C 0.0631 -1.9332 -1.5470 0.816 -0.291 -1.208
C 1.3504 -1.3627 -2.0416 -0.258 0.176 0.743
C 1.5392 -1.7654 -3.5464 0.098 -0.171 -0.394
C 1.9242 -3.2151 -3.7641 -0.130 -0.132 -0.122
H -0.1549 -6.8011 2.0449 -0.044 -0.007 -0.098
H 1.5029 -6.3885 2.4044 0.009 0.071 -0.038
H 0.9889 -6.4678 0.7288 -0.135 -0.012 -0.044
H 0.1011 -4.4156 2.8348 0.102 0.025 -0.004
H -0.6684 -4.5510 1.2786 0.059 -0.018 -0.041
H 1.4645 -3.9867 0.1153 0.124 0.002 0.027
H 2.3270 -4.0527 1.6259 -0.009 0.083 -0.085
H 2.1057 -1.7569 1.2412 -0.093 0.043 -0.029
H 0.8959 -2.1499 2.5204 -0.290 0.162 -0.114
H -1.6317 -2.1349 0.7783 -0.009 0.327 -0.090
H -0.8227 -1.5623 -2.0757 -0.155 0.177 0.397
H 0.0451 -3.0266 -1.5092 -0.079 0.044 0.354
H 2.2028 -1.7444 -1.4755 0.026 -0.029 -0.087
H 1.3486 -0.2710 -1.9713 0.022 -0.012 -0.093
H 2.3482 -1.1162 -3.8948 -0.071 0.085 0.075
H 0.6432 -1.5120 -4.1160 0.031 0.076 0.011
H 2.7162 -3.5360 -3.0870 0.008 -0.011 0.001
H 2.3035 -3.3257 -4.7827 0.049 0.035 0.042
H 1.0809 -3.9040 -3.6976 0.008 0.026 0.161
C -4.4203 0.6437 -2.0474 -0.576 -0.018 -0.411
C -3.2444 0.6740 -1.2326 0.391 -0.027 0.349
N -2.3068 0.7034 -0.5722 -0.754 -0.218 -0.616
H -5.1431 -0.0721 -1.6499 0.070 0.006 0.050
H -4.1645 0.3527 -3.0686 0.040 0.014 0.040
H -4.8807 1.6342 -2.0712 0.060 -0.009 0.033
```
Positions in Å, forces in eV/Å.

Results of the Mulliken charge analysis, in e, for atoms 1 through 2: atom 1 (Rh): -0.282, atom 2 (C): -1.245